{
  "formula": "C24H31N4",
  "method": "wB97M-V/def2-TZVPD",
  "max_force_ha_per_bohr": 0.0327,
  "multiplicity": 1,
  "total_charge": 1,
  "de_lowest_kcal_mol": 23.7,
  "orbital_gap_ev": 6.183,
  "homo_energy_ev": -9.97,
  "species": ["C", "C", "N", "C", "C", "C", "C", "C", "C", "C", "C", "C", "C", "C", "C", "N", "C", "C", "C", "C", "C", "C", "C", "H", "H", "H", "H", "H", "H", "H", "H", "H", "H", "H", "H", "H", "H", "H", "H", "H", "H", "H", "H", "H", "C", "N", "C", "N", "C", "H", "H", "H", "H", "H", "H", "H", "H", "H", "H"],
  "xyz": [[0.395, 0.710, -3.644], [1.158, 0.831, -2.382], [2.487, 1.109, -2.399], [3.250, 1.324, -3.614], [2.969, 1.320, -1.101], [1.872, 1.183, -0.217], [2.043, 1.589, 1.105], [3.314, 1.987, 1.545], [4.395, 2.076, 0.655], [4.228, 1.770, -0.704], [0.718, 0.763, -1.023], [-0.564, 0.423, -0.577], [-0.955, 0.331, 0.773], [-1.965, 1.099, 1.405], [-2.852, 2.120, 0.816], [-1.915, 0.866, 2.744], [-2.728, 1.570, 3.716], [-0.915, -0.062, 3.048], [-0.299, -0.427, 1.824], [0.844, -1.215, 1.840], [1.359, -1.615, 3.080], [0.748, -1.219, 4.286], [-0.398, -0.411, 4.288], [-0.666, 0.537, -3.437], [0.461, 1.623, -4.258], [0.759, -0.125, -4.264], [4.283, 1.523, -3.326], [3.214, 0.441, -4.264], [2.851, 2.177, -4.182], [1.196, 1.592, 1.784], [3.457, 2.255, 2.594], [5.367, 2.407, 1.016], [5.037, 1.863, -1.426], [-1.351, 0.420, -1.321], [-2.643, 2.159, -0.259], [-3.917, 1.876, 0.958], [-2.677, 3.125, 1.235], [-2.479, 1.198, 4.713], [-2.550, 2.655, 3.673], [-3.794, 1.402, 3.516], [1.307, -1.490, 0.893], [2.262, -2.229, 3.116], [1.177, -1.540, 5.236], [-0.888, -0.069, 5.200], [-2.600, -1.256, -2.443], [-1.677, -1.767, -1.396], [-0.405, -2.305, -1.884], [-2.306, -2.575, -0.470], [-2.186, -4.023, -0.531], [-2.205, -1.472, -3.445], [-3.590, -1.720, -2.319], [-2.726, -0.171, -2.344], [-0.558, -2.879, -2.818], [0.255, -1.458, -2.106], [0.081, -2.909, -1.102], [-3.223, -2.210, -0.216], [-2.084, -4.377, 0.496], [-3.076, -4.480, -0.983], [-1.299, -4.314, -1.098]]
}